157
Properties=species:S:1:pos:R:3 method="wB97M-V/def2-TZVPD" spin_multiplicity=1 e_homo_ev=-9.31 energy_ha=-2759.3695 charge=0 relative_energy_kj_mol=0.00
O -2.58286 3.92493 0.92008
O -3.40319 -5.57887 2.90855
O 6.25981 -0.38959 5.32222
O -3.98653 -2.07176 -2.78205
O -0.77388 -2.36858 -6.13482
O 1.59723 -3.57254 -7.65906
O 0.44397 0.56988 -2.72655
O 0.70724 -1.02104 5.36621
O 5.78405 3.33170 -6.63884
O 3.91888 3.32696 0.31085
O -2.58411 3.22689 -1.77662
O 0.36337 0.03913 -7.27919
O 0.09575 2.76257 5.84820
O 2.04642 3.59080 2.33811
O -2.57086 1.36551 1.99324
N -1.03700 0.11708 -0.08238
N -3.81101 -4.85260 0.20951
N 0.49066 4.45756 9.04986
N 2.79196 0.86214 5.49221
N -2.11722 1.03941 -3.73771
C 1.01209 0.32036 -1.46439
C 0.20402 0.85491 -0.26904
C 3.82650 3.02720 -2.08757
C -4.44772 4.72201 -1.76185
C 7.48257 -0.13527 5.96691
C 3.96342 0.10275 4.98721
C 3.59986 2.16502 -6.34563
C 0.30119 -1.36152 4.04928
C -1.75971 -3.40687 -6.20145
C 1.33566 2.23227 8.74987
C -3.22475 4.26769 -2.49816
C 1.01430 0.68607 1.00751
C -2.85074 -3.21273 -7.22651
C -3.71594 0.56110 2.27631
C 4.15375 0.45495 3.50916
C -4.48181 0.67007 -3.94163
C -3.78692 -3.44813 -2.99075
C -4.67001 0.62649 1.10329
C 4.35967 3.46597 -6.45717
C 0.88305 3.47476 8.00429
C -2.48620 -5.10878 0.79928
C -2.57509 -6.16236 1.90091
C 0.81239 -2.76168 3.73582
C 3.16633 3.64802 -0.84618
C -1.89544 -3.78719 1.31060
C -4.11236 -6.49169 3.72924
C -3.22445 0.22954 -3.21714
C 1.07022 -0.17827 -3.77301
C 2.25247 -4.12935 -6.52465
C 5.17752 0.38604 5.82627
C 3.07093 -3.02008 -5.88097
C -0.33096 3.23850 7.11135
C -2.95719 -1.25905 -3.31886
C -1.00501 2.59725 4.96968
H 3.65522 1.58585 -7.26715
H -4.22987 1.00359 3.13754
H -1.65930 0.03337 -0.87937
H 0.34115 -0.36193 -4.55531
H 0.65106 -0.57594 3.36845
H -3.50357 3.94955 -3.50664
H 1.53684 -0.49658 5.33009
H 3.20439 0.39922 2.96900
H 5.52766 1.42694 5.79757
H 3.25602 3.17233 1.00620
H 1.50881 -4.33592 -5.73722
H 1.61757 3.99418 7.38103
H 1.83460 0.48360 -4.19471
H 2.54949 2.32563 -6.10615
H 2.20028 3.13017 -0.74384
H -1.64294 -6.52453 2.34246
H -2.58215 5.14975 -2.60393
H 3.79992 1.94037 -1.95791
H 2.05991 0.63912 -1.48777
H -4.20131 0.22093 0.19372
H -4.14204 -5.71499 -0.22797
H -1.41811 -3.96181 2.27923
H -0.78662 -1.27874 3.97064
H -2.10493 -3.58337 -5.18241
H -4.44024 0.61290 -5.03620
H 4.53056 1.46322 3.30250
H -2.59428 3.05113 1.36233
H -1.77464 1.95625 5.40134
H -2.09974 0.78104 -4.72611
H -2.02921 -1.58229 -2.81945
H 2.08546 2.54856 9.48295
H 1.49564 -4.27184 -8.31220
H 3.71925 -3.34170 -5.05939
H -1.45897 3.54924 4.66668
H 2.91549 4.70879 -0.94238
H 3.75649 -0.96993 5.00106
H 4.85884 -0.20155 3.00021
H -3.39574 0.52345 -2.17467
H 7.52924 -0.40058 7.02676
H -1.02388 2.53067 7.58678
H -4.84349 5.55856 -2.34972
H 0.62077 -3.06282 2.70189
H 0.48328 1.17186 1.82129
H -3.01584 -7.04571 1.41884
H 1.91069 1.57733 8.09394
H 4.28373 4.00882 -5.50866
H -0.01109 -2.72278 -6.61257
H -0.56588 2.22319 4.04506
H 3.97101 4.04723 -7.29786
H 2.36676 -2.32161 -5.43354
H -1.21044 0.70392 -3.37539
H -5.03045 1.61583 0.83910
H -3.47986 -7.33214 4.01737
H -1.19899 -3.28673 0.63952
H 0.07043 1.94040 -0.30109
H -3.76663 -3.84519 -4.01240
H 1.89345 -2.77667 3.87014
H -4.39660 -4.84373 1.04906
H 8.30017 -0.60782 5.43007
H -4.57113 -4.01830 -2.50161
H -0.22152 -0.63460 -6.89218
H -5.20181 3.97079 -1.53285
H 0.98640 -0.76080 -1.25078
H -3.09356 -2.17704 -7.46184
H 0.29847 -3.45541 4.39836
H -3.47309 -0.43878 2.64794
H -2.02587 2.67434 -2.33696
H -1.78727 -5.50243 0.05322
H 0.56796 1.72661 9.32736
H 7.66639 0.94770 5.92903
H -2.81308 -3.70163 -2.55497
H 1.13271 5.23591 9.13924
H 1.24687 -0.37665 1.15919
H 4.03542 1.60793 -5.51212
H -4.44277 -5.92825 4.60096
H -2.02053 0.79048 1.41569
H -5.38929 0.11155 -3.70339
H 1.09171 3.63866 2.48060
H -2.86864 -1.56080 -4.37407
H 3.22956 3.15063 -2.99289
H 2.03808 1.06674 0.95557
H 2.84272 1.75788 5.00866
H -1.25967 -4.34270 -6.47935
H -0.91535 4.16381 7.02069
H -0.37168 4.91519 8.77257
H -2.44930 3.72995 -0.03196
H 3.80595 -2.65463 -6.60040
H 1.63677 -1.04239 -3.42538
H 6.05115 4.03088 -7.23593
H 2.42174 3.50249 3.22178
H 4.87731 3.29685 -2.16852
H -0.79836 -0.84160 0.16276
H -5.02472 -6.83584 3.23098
H -4.21516 5.21022 -0.81187
H 4.98329 0.17486 6.88546
H 2.77484 -5.07158 -6.69305
H -2.68968 -3.70100 -8.19408
H -5.46241 -0.13258 1.13643
H 2.96515 1.17881 6.44399
H -0.21840 0.78088 -7.47603
H -2.64685 -3.04979 1.60376
H -4.66140 1.72270 -3.71604
H -3.75278 -3.76675 -6.94265